[1]
# C15H4BF8N6O4SV

A molecular structure, C15H4BF8N6O4SV (the ωB97M-V functional and the def2-TZVPD basis, OMol25).

XYZ file:
```
40
Properties=species:S:1:pos:R:3:forces:R:3:lowdin_charge:R:1
V 0.721 -1.154 -2.343 0.5 -0.1 0.0 1.1654
O 0.248 1.803 -3.969 0.0 0.0 0.0 -0.1315
S 0.326 0.437 -4.275 -0.3 0.0 -0.1 0.5734
O 0.359 -0.140 -5.553 0.1 0.0 0.0 -0.1326
O 1.646 -0.199 -3.412 0.0 -0.2 0.3 -0.2491
O -0.609 -0.414 -3.309 -0.5 0.3 -0.5 -0.3340
F -0.664 -4.408 -0.874 0.1 0.1 0.0 0.3279
B -0.915 -3.225 -0.395 -0.4 -0.1 -0.1 -0.8049
F -1.056 -2.207 -1.300 0.2 0.1 0.1 0.1780
F -1.079 -2.942 0.858 0.1 0.0 0.0 0.3413
F 1.622 -2.159 -1.273 0.2 -0.1 0.1 -0.2409
N 1.004 -4.751 -4.284 0.0 0.0 0.0 0.1390
C -0.127 -4.310 -4.941 0.0 0.0 0.0 0.0070
C -0.417 -3.096 -4.425 0.1 0.0 0.0 -0.0531
N 0.540 -2.801 -3.457 0.0 -0.1 0.0 -0.0638
C 1.381 -3.842 -3.401 0.0 0.0 0.0 -0.0892
H 1.478 -5.629 -4.448 0.0 0.0 0.0 0.1921
H -0.613 -4.887 -5.708 0.0 0.0 0.0 0.1467
H -1.210 -2.417 -4.677 0.0 0.0 0.0 0.1316
H 2.230 -3.935 -2.746 0.0 0.0 0.0 0.1605
F -0.677 4.686 1.631 0.0 -0.1 0.0 0.1722
C -0.454 3.635 2.394 0.0 0.1 0.0 -0.1245
C -0.506 3.781 3.746 0.0 0.0 0.0 -0.1016
F -0.776 4.960 4.240 0.0 -0.1 0.0 0.1987
C -0.282 2.675 4.652 0.0 0.0 -0.1 0.0115
C 0.010 1.406 4.021 0.0 -0.1 0.0 -0.1065
C 0.063 1.287 2.673 0.0 -0.1 0.1 -0.1213
F 0.314 0.095 2.125 0.0 0.1 0.1 0.1383
C -0.171 2.376 1.793 -0.1 0.1 0.0 0.0281
C -0.145 2.196 0.396 0.0 -0.1 -0.1 -0.0897
C 0.171 0.998 -0.215 -0.1 -0.2 -0.1 -0.0053
N 0.419 0.075 -0.883 0.1 0.3 0.1 0.1472
C -0.437 3.209 -0.573 0.0 0.3 0.2 -0.1551
N -0.662 4.023 -1.352 0.0 -0.1 -0.1 0.2490
F 0.215 0.346 4.762 0.0 0.1 -0.1 0.1888
C -0.346 2.821 6.015 -0.1 0.0 0.1 -0.0497
C -0.143 1.743 6.929 0.0 -0.1 -0.1 -0.1119
N 0.002 0.875 7.668 0.0 0.1 0.1 0.2867
C -0.633 4.060 6.663 0.1 0.0 0.0 -0.1115
N -0.830 5.030 7.248 0.0 0.0 0.0 0.2931
```
Positions in Å, forces in eV/Å.

Summary:
- energy relative to the best compared isomer or geometry (same formula, charge and spin) (kJ/mol) = 32.2
- charge = +2
- calculated total energy (eV) = -91673.3915
- gap between HOMO and LUMO (alpha / beta) (eV) = 4.64 / 4.44
- HOMO (alpha / beta) (eV) = -15.1915 / -15.1638

***

[2]
# C15H50O10

10 unconnected molecules or ions with the total composition C15H50O10 in a non-equilibrium geometry (the ωB97M-V functional and the def2-TZVPD basis, OMol25).

XYZ file:
```
75
Properties=species:S:1:pos:R:3:forces:R:3:lowdin_charge:R:1
C 0.968 1.606 -4.037 0.7 0.0 0.0 -0.0662
C 1.685 2.641 -4.910 0.3 -1.3 0.4 -0.2942
O 1.271 3.904 -4.459 -0.1 0.8 -0.7 -0.0815
H 0.971 0.591 -4.436 -0.2 0.2 -0.3 0.0687
H -0.044 1.921 -3.783 0.0 -0.1 -0.2 0.0882
H 1.539 1.542 -3.111 -0.2 0.0 0.2 0.0637
H 1.569 2.523 -5.987 -0.6 0.0 -0.1 0.1148
H 2.762 2.557 -4.763 0.2 -0.1 0.2 0.1106
H 1.456 4.482 -5.203 -0.2 0.6 0.3 0.1060
C -3.333 1.366 4.911 -0.4 0.4 -0.4 -0.0830
C -2.885 1.700 3.493 0.7 -0.3 0.9 -0.3574
O -3.922 2.233 2.712 -0.1 -0.4 0.4 -0.0679
H -3.539 2.286 5.459 -0.2 -0.1 0.1 0.0719
H -2.594 0.799 5.477 0.2 0.0 -0.2 0.0669
H -4.235 0.760 4.827 -0.1 0.1 0.2 0.0723
H -2.471 0.776 3.089 0.0 -0.3 -0.5 0.0921
H -2.057 2.408 3.526 0.2 0.1 0.1 0.1058
H -3.461 2.517 1.919 -0.2 0.4 -0.7 0.0253
C -2.696 -3.731 0.291 0.2 0.4 0.7 -0.0782
C -2.418 -3.706 1.791 -0.6 -0.3 -0.2 -0.3216
O -2.325 -5.002 2.354 0.7 -0.4 0.2 -0.0843
H -2.488 -2.715 -0.046 -0.1 -0.1 -0.5 0.0720
H -3.727 -4.001 0.062 0.0 0.0 0.0 0.0747
H -2.012 -4.436 -0.180 0.0 0.1 -0.1 0.0550
H -3.191 -3.178 2.350 -0.1 0.4 -0.2 0.1095
H -1.475 -3.187 1.963 0.1 -0.3 0.2 0.0892
H -3.113 -5.518 2.163 -0.1 0.2 -0.1 0.0793
C 1.220 -4.057 1.234 0.4 -0.9 0.2 -0.0728
C 2.434 -4.978 0.943 -0.3 1.3 0.1 -0.3023
O 3.410 -4.806 1.969 -0.2 0.1 -0.1 -0.0804
H 0.500 -4.210 0.430 -0.2 0.0 0.2 0.0563
H 1.445 -2.992 1.275 0.5 -0.1 -0.3 0.0611
H 0.782 -4.278 2.207 -0.2 -0.3 -0.1 0.0753
H 2.815 -4.645 -0.022 0.4 0.0 -0.2 0.0915
H 2.180 -6.032 0.828 -0.4 0.0 0.2 0.1089
H 4.189 -5.324 1.750 0.0 -0.1 0.0 0.0765
C -0.138 -0.257 0.925 0.2 1.0 -1.1 -0.0417
C 0.469 0.730 -0.117 0.7 -0.2 0.5 -0.2633
O 0.252 2.095 0.281 -0.6 -0.9 0.8 -0.1039
H -1.199 -0.022 1.006 0.0 -0.1 0.4 0.0710
H 0.418 -0.134 1.855 -0.4 0.2 0.2 0.0658
H -0.020 -1.302 0.640 0.0 0.1 -0.4 0.0417
H 0.167 0.600 -1.156 -0.6 -0.3 0.1 0.1044
H 1.543 0.546 -0.126 0.3 0.0 0.0 0.0891
H 0.573 2.700 -0.392 0.1 0.1 -0.6 0.0373
C 3.053 -1.300 -2.135 0.7 0.6 -0.1 -0.1276
O 2.164 -1.376 -3.222 -0.8 -0.7 -0.4 -0.1413
H 4.060 -1.424 -2.535 0.3 0.1 0.5 0.0881
H 2.917 -0.322 -1.675 0.4 0.0 0.3 0.0660
H 2.870 -2.067 -1.382 -0.3 -0.1 -0.3 0.0832
H 2.523 -0.889 -3.967 0.0 0.0 0.1 0.0807
C -0.307 -3.707 -2.471 1.4 -1.6 -0.4 -0.1883
O -0.085 -2.495 -1.861 -0.9 1.3 1.2 -0.1243
H -1.168 -4.292 -2.147 -0.5 0.9 -0.1 0.0666
H -0.231 -3.609 -3.553 -0.4 -0.3 -0.2 0.0847
H 0.500 -4.365 -2.150 0.4 -0.5 -0.3 0.0708
H 0.704 -2.110 -2.250 0.0 0.1 -0.3 0.0239
C -2.416 3.957 -0.683 0.0 -0.3 0.1 -0.1143
O -2.437 3.031 0.435 -0.8 1.0 -1.2 -0.1336
H -3.390 4.243 -1.082 -0.5 -0.3 0.8 0.0756
H -1.909 4.880 -0.400 0.2 0.0 0.0 0.0774
H -1.950 3.524 -1.568 0.5 -0.1 0.2 0.0645
H -1.576 2.606 0.425 0.7 -0.2 0.1 0.0301
C 1.439 5.087 -1.427 0.3 0.4 0.5 -0.1340
O 0.734 3.913 -1.791 0.3 0.3 0.7 -0.1496
H 1.088 5.960 -1.978 -0.2 0.0 0.1 0.0840
H 1.355 5.273 -0.356 -0.6 -0.1 0.0 0.0836
H 2.522 5.045 -1.546 0.2 -0.4 -0.5 0.0766
H 0.703 3.909 -2.751 0.1 -0.1 -0.4 0.0270
C 1.439 2.229 3.666 0.1 -0.2 0.1 -0.1647
O 0.788 1.569 4.740 -0.3 0.4 0.4 -0.1272
H 1.906 3.143 4.031 0.1 -0.2 0.3 0.0777
H 2.205 1.548 3.295 0.2 0.3 -0.5 0.0764
H 0.760 2.556 2.878 -0.1 -0.3 -0.2 0.0584
H 0.465 0.710 4.457 0.0 0.1 -0.2 0.0636
```
Positions in Å, forces in eV/Å.

Summary:
- energy relative to the best compared isomer or geometry (same formula, charge and spin) (kJ/mol) = 481.6
- SMILES = CCO.CCO.CCO.CCO.CCO.CO.CO.CO.CO.CO
- calculated total energy (eV) = -36837.0241
- gap between HOMO and LUMO (eV) = 9.14
- HOMO (eV) = -9.0931

***

[3]
# C15H52N6O11

11 unconnected molecules or ions with the total composition C15H52N6O11 in a non-equilibrium geometry (the ωB97M-V functional and the def2-TZVPD basis, OMol25).

XYZ file:
```
84
Properties=species:S:1:pos:R:3:forces:R:3:lowdin_charge:R:1
C 1.821 -2.698 3.422 -2.3 -1.1 -0.9 -0.0755
C 2.032 -3.606 4.603 0.7 2.1 0.4 -0.3693
O 3.176 -4.391 4.535 0.6 -2.1 0.9 -0.0728
H 1.579 -3.357 2.565 1.0 0.6 -0.2 0.0765
H 2.517 -1.884 3.245 0.5 -0.5 0.0 0.0603
H 0.830 -2.224 3.539 0.3 0.2 0.4 0.0745
H 1.201 -4.202 4.868 -1.4 -0.7 -0.3 0.0974
H 2.179 -2.967 5.443 -0.1 0.9 1.1 0.0926
H 3.044 -5.009 5.306 0.8 0.8 -1.4 0.1097
C 0.349 -1.357 -3.618 1.2 0.3 -0.1 -0.0793
C 1.381 -0.329 -3.971 0.9 0.9 1.8 -0.2309
O 2.532 -0.741 -3.184 0.2 -0.2 -0.5 -0.1263
H -0.608 -1.138 -3.908 -2.5 1.0 -0.9 0.0309
H 0.268 -1.522 -2.564 0.4 -0.3 0.5 0.0415
H 0.579 -2.225 -4.199 0.3 -1.0 0.1 0.0953
H 1.226 0.728 -3.674 -0.7 -0.6 -0.2 0.1081
H 1.619 -0.353 -5.003 0.2 -0.1 -1.2 0.1039
H 3.354 -0.400 -3.550 -0.2 0.0 -0.1 0.0935
C 0.294 3.274 0.509 0.3 2.2 -1.0 -0.1024
C -0.548 3.727 1.723 -0.6 -1.3 -0.3 -0.2821
O 0.351 4.080 2.806 0.1 -0.3 -1.3 -0.0846
H 0.944 2.427 0.688 -0.5 -0.3 0.3 0.0159
H 1.021 4.076 0.266 -0.3 -0.1 0.2 0.0761
H -0.271 3.173 -0.469 0.3 -0.3 1.4 0.0690
H -1.122 2.801 1.934 0.1 0.5 0.7 0.0799
H -1.346 4.483 1.466 1.2 -0.2 0.3 0.1136
H -0.024 4.527 3.563 -0.7 0.0 -0.1 0.0717
C -3.460 1.657 -0.021 0.0 2.0 -1.3 -0.0565
C -4.419 2.881 -0.029 -0.2 -0.3 0.6 -0.2777
O -5.367 2.642 1.032 0.1 0.6 0.0 -0.1013
H -3.827 0.703 0.185 -1.5 -1.2 0.9 0.0520
H -2.656 1.836 0.654 0.6 0.1 0.5 0.0350
H -3.059 1.488 -0.999 0.6 0.4 -0.8 0.0421
H -5.007 3.090 -0.957 0.6 -0.6 0.3 0.1012
H -3.828 3.814 0.174 -0.4 -0.8 -0.1 0.1072
H -5.688 3.485 1.383 0.1 -0.3 -0.2 0.0784
C -2.317 -1.018 2.605 3.5 6.4 2.1 -0.5828
O -1.784 0.277 2.779 -2.3 -6.3 -1.6 -0.1614
N -1.849 -2.001 1.858 0.2 -0.9 -1.9 0.1626
N -3.251 -1.387 3.456 -2.2 1.1 2.0 0.1287
H -0.948 -1.866 1.345 -0.9 -0.3 0.2 0.0625
H -2.495 -2.795 1.650 1.3 1.0 0.2 0.1324
H -3.539 -0.670 4.163 0.2 -1.3 -1.3 0.1432
H -3.624 -2.322 3.418 -0.1 0.3 0.4 0.1005
C -1.835 2.338 -3.345 5.8 -1.6 2.9 -0.6401
O -0.769 2.345 -2.510 -4.8 0.2 -3.7 -0.0943
N -2.691 3.295 -3.472 -1.6 4.5 1.6 0.1683
N -2.073 1.305 -4.138 0.4 -2.1 -1.0 0.1731
H -2.463 4.046 -2.797 -0.7 -0.4 -0.9 0.1435
H -3.403 3.466 -4.197 0.9 -0.5 0.8 0.1390
H -1.305 0.709 -4.349 0.5 -0.4 0.3 0.0720
H -2.794 1.257 -4.827 -0.4 0.4 0.0 0.1071
C 2.942 -2.929 -0.534 1.4 -5.6 7.3 -0.6472
O 3.057 -3.912 0.433 -0.8 4.5 -4.9 -0.1200
N 2.318 -3.079 -1.653 -1.8 -1.5 -3.0 0.1806
N 3.353 -1.709 -0.279 2.0 5.0 0.2 0.1510
H 1.766 -3.888 -1.825 0.1 -0.8 0.4 0.1197
H 2.280 -2.437 -2.417 0.5 0.8 0.1 0.0544
H 3.844 -1.358 0.596 -0.9 -1.5 -1.6 0.1635
H 3.383 -0.994 -1.069 -0.3 -1.2 1.6 0.1068
C -0.009 -0.219 -0.205 0.8 1.5 2.9 -0.1148
O 0.372 -1.426 0.475 1.4 0.0 -1.6 -0.1687
H 0.866 0.345 -0.485 0.6 0.2 0.2 0.0610
H -0.586 0.414 0.528 0.5 -0.7 -0.6 0.0890
H -0.552 -0.234 -1.088 -1.4 -1.1 -1.7 0.0360
H 1.294 -1.680 0.161 -1.6 0.5 0.8 0.0774
C 2.749 2.284 -1.572 1.0 1.8 0.1 -0.1699
O 3.689 1.289 -1.443 3.4 -1.3 -1.0 -0.1269
H 2.968 3.091 -2.284 -0.1 -0.5 -0.2 0.1091
H 2.621 2.777 -0.642 0.1 0.5 1.0 0.0527
H 1.900 1.754 -1.728 -3.3 -0.6 -1.2 0.0149
H 4.252 1.216 -2.256 -0.8 0.3 1.3 0.1046
C -1.822 -2.853 -1.432 0.6 -1.7 3.2 -0.1101
O -2.527 -4.152 -1.284 3.4 1.2 0.0 -0.0981
H -0.775 -2.989 -1.016 -1.4 -0.2 -0.1 0.0879
H -2.278 -2.081 -0.794 0.0 -0.2 -0.4 0.0708
H -1.616 -2.505 -2.388 -0.6 0.2 -2.1 0.0208
H -3.431 -4.048 -1.430 -2.3 0.5 -0.5 0.0255
C 2.426 0.992 2.434 -0.2 1.4 -0.6 -0.1489
O 3.695 0.996 3.063 0.8 0.2 -0.3 -0.1219
H 2.515 1.206 1.320 0.4 -0.3 1.4 0.0813
H 1.753 1.768 2.849 0.3 -0.3 -0.2 0.0838
H 1.987 0.040 2.549 -0.9 -1.1 0.0 0.0327
H 3.640 0.851 4.016 -0.4 0.0 -0.4 0.0808
```
Positions in Å, forces in eV/Å.

Summary:
- energy relative to the best compared isomer or geometry (same formula, charge and spin) (kJ/mol) = 819.5
- SMILES = NC(N)=O.NC(N)=O.NC(N)=O.CCO.CCO.CCO.CCO.CO.CO.CO.CO
- calculated total energy (eV) = -47856.3928
- gap between HOMO and LUMO (eV) = 8.55
- HOMO (eV) = -8.5704